Entry 1:
{"formula": "C24H37N2PdS", "method": "the ωB97M-V functional and the def2-TZVPD basis", "symbols": ["H", "C", "C", "C", "H", "H", "H", "H", "H", "H", "C", "H", "C", "H", "N", "H", "C", "H", "C", "H", "S", "H", "C", "H", "H", "H", "C", "H", "C", "H", "H", "C", "H", "C", "C", "H", "C", "H", "H", "H", "H", "H", "H", "H", "H", "H", "C", "C", "C", "C", "C", "H", "C", "C", "H", "N", "H", "C", "H", "H", "C", "C", "Pd", "H", "H"], "positions_angstrom": [[-2.60015, 2.56836, -1.19860], [4.24164, -0.73058, -1.85882], [4.52040, -1.51265, -0.73815], [0.67947, -1.55631, -3.85005], [3.08430, 0.09043, 3.21258], [-2.64741, -2.94223, -2.44736], [0.16992, 2.78297, 0.60285], [-2.80567, 2.58611, -2.95985], [-0.92950, 1.44385, 1.18179], [1.35119, -2.11482, -3.17971], [-2.09342, -1.20810, 5.32026], [-2.95940, -1.71433, 5.77033], [-0.29053, -0.73962, -3.09019], [-4.16078, -0.77927, -1.70737], [-3.03136, -0.06711, 2.84108], [-1.29418, 3.18207, -2.24264], [2.44344, 1.32144, 1.54706], [3.90895, 2.09065, 0.18220], [-1.49210, 1.06900, -2.22447], [5.45335, -2.08621, -0.69765], [-1.06639, -1.28344, 1.47323], [4.35212, 0.51202, 2.02461], [1.09041, 1.25241, 1.82316], [-2.26496, -0.11942, 5.30875], [-4.36489, 0.49018, 4.36780], [-1.20816, -1.42130, 5.93290], [-1.35268, -1.24341, -2.29897], [-5.11263, -0.05764, 2.85339], [3.64183, -1.54723, 0.33469], [-3.28095, -0.85290, -0.15934], [-0.25882, 1.81740, -4.88975], [2.15327, -0.11206, -0.87341], [3.03480, 3.37053, 1.05950], [0.09471, 1.71939, 0.90355], [-4.29584, -0.24233, 3.55803], [1.30581, -0.93012, -4.49593], [2.48796, -0.71344, 0.29941], [-3.09308, 0.42471, 1.95487], [3.80105, 1.71473, 3.18949], [-1.08056, -2.39755, 3.88426], [-0.90867, -3.31950, -2.52502], [1.55982, -0.90793, 0.87355], [3.84007, -2.17614, 1.20562], [0.16657, -2.29494, -4.48530], [-4.39622, -1.25139, 3.96122], [-1.65929, -2.88989, -0.97003], [-2.08070, 2.42756, -2.15145], [-2.04085, -1.00304, 2.84086], [-3.40073, -0.27211, -1.08828], [3.03100, -0.02384, -1.94243], [-1.65727, -2.67214, -2.05009], [4.95171, -0.67310, -2.68039], [3.47157, 0.87578, 2.55616], [-0.36348, 0.70101, -3.07641], [0.75080, 0.73663, 2.72322], [-1.85889, -1.73228, 3.96644], [0.47961, 2.60602, -3.48236], [-2.12159, -0.16001, -1.81259], [2.78756, 0.58948, -2.80358], [-3.78905, 0.72308, -0.83149], [2.93047, 2.37510, 0.58283], [0.33277, 1.64325, -3.98156], [0.31975, 0.88711, -1.00669], [1.30436, 1.24650, -4.28813], [2.21953, 2.50060, -0.24764]], "forces_ev_per_a": [[0.0643, 0.1180, -0.1535], [-0.4562, 0.4992, -0.3135], [0.3644, -0.1476, 0.4317], [0.3815, -0.2318, -0.2417], [0.0822, 0.0600, -0.1232], [0.2057, 0.0884, 0.1228], [0.2348, -0.4585, -0.3331], [0.0743, -0.0315, 0.0626], [0.3401, 0.2953, 0.1153], [-0.1586, 0.1406, -0.1058], [-0.2096, -0.1835, 0.1414], [0.2628, 0.2835, 0.0176], [-0.4326, 0.2724, -0.0769], [0.2336, 0.1254, 0.1800], [0.3543, -0.5206, -0.3642], [-0.2366, 0.0138, 0.0141], [1.1800, 2.1534, 1.2941], [-0.1624, 0.1170, -0.0685], [0.4138, -0.6496, -1.1864], [-0.4347, 0.1761, -0.0535], [-0.4681, -0.1218, 0.5054], [0.0288, -0.0448, 0.1609], [-1.5797, 0.1606, -0.9972], [0.1121, -0.4944, -0.0720], [-0.1641, -0.2126, -0.0235], [-0.2731, 0.1058, -0.1568], [0.3235, 0.0522, -0.1168], [0.0857, -0.0942, 0.1910], [-0.1722, 0.6059, 0.1532], [0.0130, 0.0707, -0.2918], [0.0725, 0.0139, 0.1085], [0.4825, 0.5668, -1.7215], [-0.0525, -0.5702, 0.0934], [-0.3690, 1.2032, 2.7693], [-0.0930, 0.4786, 0.0418], [-0.1357, -0.2048, 0.1358], [-1.3837, -2.7067, 0.0429], [0.0538, -0.2104, 0.3399], [-0.1812, -0.0827, -0.2152], [-0.6976, 0.5071, -0.0620], [-0.2535, 0.1384, 0.1374], [1.2754, -0.1756, 0.5878], [-0.0419, 0.2266, -0.2619], [0.1133, 0.2051, 0.1764], [0.0820, 0.1313, -0.1301], [-0.0613, 0.1118, -0.2632], [-0.0051, 0.2083, 0.2919], [0.1276, -0.2317, -0.3286], [-0.4728, 0.1071, 0.3307], [0.6450, -0.2459, 0.2180], [0.1726, -0.4133, 0.0133], [-0.0951, -0.0799, 0.1195], [-0.2039, -0.0726, -0.0942], [-0.8578, -0.2374, 0.3766], [0.1754, -0.4113, -0.4543], [0.6924, 0.1817, -0.0061], [0.0647, -0.0574, -0.1947], [0.1848, 0.2661, 0.1167], [0.1583, -0.1844, -0.0910], [0.0229, -0.2949, -0.0526], [-0.0018, -0.1537, -0.4120], [0.2754, 0.0943, -0.1747], [0.0178, -0.4421, -0.2829], [-0.1267, 0.1711, 0.0014], [0.4094, 0.0162, 0.1320]], "multiplicity": 5, "e_tot_ev": -42772.0749, "e_lumo_ha": [-0.06595, -0.18462], "mol_weight_g_mol": 492.061, "e_homo_ev": [-8.935, -10.746], "largest_force_ev_per_a": 3.04, "charge": 1, "s2": 6.032}

---

Entry 2:
{"formula": "C54H42ClCoP3Si", "method": "the ωB97M-V functional and the def2-TZVPD basis", "symbols": ["C", "H", "C", "C", "C", "C", "H", "H", "H", "C", "C", "C", "C", "H", "H", "H", "C", "H", "Cl", "C", "C", "C", "H", "H", "C", "H", "C", "H", "H", "C", "C", "C", "H", "Co", "H", "H", "C", "H", "C", "C", "H", "H", "C", "C", "C", "P", "C", "H", "C", "P", "H", "H", "C", "C", "H", "C", "C", "C", "C", "H", "C", "C", "H", "C", "H", "C", "C", "H", "Si", "C", "H", "H", "H", "H", "C", "H", "C", "C", "C", "C", "C", "C", "C", "C", "H", "H", "H", "H", "C", "C", "C", "C", "H", "H", "H", "C", "H", "C", "H", "H", "C", "P"], "positions_angstrom": [[-2.10229, 4.35843, 2.70804], [-1.73533, 0.89990, 6.53654], [-2.87603, -1.02945, -2.51132], [-2.22410, -3.47591, 1.55034], [-3.86611, 0.80412, 1.65743], [-0.79961, -1.32610, 4.18181], [3.28326, -4.99813, -2.20629], [-2.69384, 6.28494, 3.41251], [1.05381, 3.49795, 1.81950], [-0.59683, 6.20925, 2.98425], [-1.49090, 1.34653, 4.46096], [0.20800, -3.37406, -3.87740], [-4.72412, 2.66097, -0.22622], [-3.30877, -5.64588, -0.79683], [3.39472, -4.20646, 2.47274], [-0.42888, 7.24063, 3.25510], [-1.04120, 3.57388, 2.26208], [-3.27198, -1.47092, -1.60708], [-1.08493, 1.82904, -1.67526], [-3.21491, 0.17951, -4.55741], [3.12447, -3.29433, 1.96401], [4.94334, 3.33323, 2.08667], [4.49967, -0.73238, 0.23736], [-1.90469, -4.21311, -2.23104], [0.46049, 5.42943, 2.54262], [3.37503, -1.35511, -1.95352], [-5.16780, 0.76902, 1.18453], [-6.60502, 1.63969, -0.13775], [-2.74833, 3.47627, -0.10360], [-2.99750, 1.79245, 1.20643], [1.41954, -1.71544, 1.29901], [2.42239, -4.54562, -2.67503], [2.07042, 2.69143, -4.48276], [-0.27940, 0.70452, -0.15821], [0.60595, -4.68298, -5.51646], [5.13591, -2.83941, 1.38161], [0.60159, -2.97621, -2.60417], [1.68165, 2.57535, -2.04466], [1.79973, -2.89041, 1.93700], [-0.99007, -0.41245, -3.88951], [-5.85349, 0.02244, 1.55910], [1.45336, 5.84795, 2.46747], [0.91913, -4.36092, -4.53559], [2.14352, 1.74776, -2.56923], [2.02746, -4.94175, -3.94289], [1.98000, 0.62281, -0.11622], [-5.59456, 1.68562, 0.23944], [1.99929, -3.26581, -1.00737], [-1.87264, 5.67275, 3.07027], [-1.25002, 1.85592, 1.70324], [1.05310, -3.49829, 2.42209], [0.08442, -0.38852, -4.03684], [0.23917, 4.11463, 2.17936], [-1.13564, -0.82420, 5.42749], [-3.88100, 0.65161, -5.26277], [3.09082, -0.47219, -2.50753], [4.07424, 2.50496, 0.00848], [-1.47831, 0.50999, 5.56442], [2.41342, -0.95870, 0.67106], [3.99840, 2.60790, 3.86818], [4.01486, 2.57663, 2.78857], [-3.72401, -0.41249, -3.41412], [3.07733, 0.77001, -5.65280], [3.15428, 1.73406, 0.71004], [4.09325, 2.46569, -1.07094], [2.49711, 0.60041, -1.85564], [-3.43246, 2.72020, 0.25994], [-1.44829, 0.67452, -5.66934], [-0.43315, -1.14263, 1.29919], [-1.18233, 0.83284, 3.20664], [-3.09976, 3.94533, 2.76849], [-2.32313, -3.27644, 2.60733], [2.58316, -5.70591, -4.46346], [-1.74434, 2.39120, 4.57598], [-1.99010, -4.00579, -1.17388], [5.68702, 3.89441, 0.15712], [4.96722, 3.30220, 0.70157], [2.36137, 1.81099, -3.92967], [-1.50894, -1.05585, -2.76596], [-0.82928, -0.51227, 3.06133], [1.71076, -3.56929, -2.00556], [-1.33064, -2.92392, -0.60835], [3.11579, 1.78185, 2.10443], [4.10209, -2.52797, 1.34971], [-3.51933, -5.17669, 1.60585], [-0.65723, -2.93151, -4.34865], [2.38250, 1.18470, 2.63593], [-5.05446, 3.37512, -0.96506], [-1.42471, -2.66562, 0.75835], [-2.77750, -4.81134, -0.36824], [-1.84561, 0.18863, -4.78981], [3.74820, -1.35613, 0.70587], [-3.52934, 0.06929, 2.37680], [-4.78814, -0.40063, -3.22704], [-0.51242, -2.36196, 4.08412], [3.31170, -0.39763, -3.87329], [3.77242, -1.22759, -4.38624], [2.93513, 0.73069, -4.58367], [5.64889, 3.94921, 2.62243], [-1.12756, -1.47311, 6.28995], [-2.89828, -4.54587, 0.98642], [-0.32007, -1.76346, -1.59256]], "forces_ev_per_a": [[0.0386, -0.1541, 0.0126], [-0.0238, 0.0679, 0.1149], [0.2629, -0.0568, 0.0018], [-0.0694, -0.0698, 0.1579], [0.1656, 0.0872, 0.0067], [-0.0527, -0.1605, 0.1593], [0.0784, -0.0639, 0.0377], [-0.0565, 0.0404, 0.0323], [0.0760, 0.0494, -0.0288], [0.0396, 0.0116, -0.0048], [-0.0105, 0.0000, -0.0003], [-0.0516, 0.0736, 0.1220], [-0.0044, 0.0352, 0.0306], [-0.0573, -0.1150, -0.0809], [0.0410, -0.1142, 0.0515], [0.0154, 0.0845, 0.0288], [0.2442, -0.1690, -0.3302], [-0.0509, -0.0904, 0.0059], [-0.6384, 1.1468, -1.2097], [0.0373, 0.0389, 0.0186], [-0.0715, -0.0477, 0.0273], [0.0055, 0.0305, -0.0475], [0.0960, -0.0316, 0.0176], [0.0131, -0.0097, -0.0822], [0.0798, 0.1106, 0.0498], [-0.0121, -0.0696, -0.0358], [-0.1530, -0.1279, -0.0074], [-0.0972, 0.0120, -0.0109], [-0.0648, 0.0266, 0.0025], [0.0866, -0.0578, -0.0795], [-0.5936, 0.5085, -0.1732], [0.0888, -0.0520, 0.0620], [-0.0083, 0.0730, -0.0417], [0.0581, -0.1091, 0.2384], [-0.0436, -0.0132, -0.1206], [0.0652, -0.0154, -0.0108], [0.2099, 0.3024, 0.1225], [-0.0540, 0.0453, -0.1057], [0.0213, -0.0128, 0.0501], [-0.0825, -0.2039, 0.1022], [-0.0187, -0.0748, -0.0085], [0.0669, 0.0388, 0.0096], [0.0799, -0.1113, -0.1077], [0.0215, -0.0945, 0.0935], [0.0411, -0.0185, 0.0035], [1.4776, -0.4506, 0.0542], [0.0017, -0.0131, 0.0026], [0.1033, -0.0050, 0.0992], [-0.0281, 0.0898, 0.0520], [-0.6008, 0.1063, 0.7544], [-0.1438, -0.1793, 0.0877], [0.0188, 0.0284, -0.1079], [-0.1093, -0.1294, -0.0431], [0.0380, -0.0863, 0.0080], [-0.0771, 0.0422, -0.0734], [-0.0124, 0.0639, 0.1817], [-0.1815, -0.1828, 0.0100], [-0.0323, 0.1024, 0.0592], [0.0330, 0.0393, -0.0935], [-0.0164, -0.0045, 0.0692], [0.0009, 0.0230, 0.0963], [-0.1524, 0.0622, -0.0761], [0.0804, -0.0109, -0.0973], [-0.2507, 0.2006, 0.0019], [0.0912, 0.0518, -0.0279], [-0.2598, 0.1650, 0.1467], [-0.0182, -0.0063, 0.0151], [0.0171, 0.0356, -0.0559], [0.4152, -1.3464, 1.1581], [0.1205, 0.0979, 0.0063], [-0.0454, -0.0018, -0.0283], [-0.0444, 0.0220, 0.1302], [0.0447, -0.0852, -0.0738], [-0.0183, 0.0482, 0.0257], [-0.0574, -0.0739, 0.0743], [0.0708, 0.0541, -0.0281], [0.1076, 0.0915, 0.0895], [0.0023, 0.0792, -0.0743], [0.0709, -0.0457, 0.0600], [0.0036, -0.0134, -0.9969], [-0.1206, 0.0757, -0.0174], [0.1553, 0.1883, 0.0144], [-0.0590, -0.0326, -0.1942], [0.1091, 0.0305, -0.0637], [-0.0394, -0.0492, 0.0318], [-0.0272, 0.0357, -0.0281], [0.0383, -0.0162, 0.1154], [-0.0228, 0.0665, -0.0647], [0.1933, 0.8299, 0.0780], [-0.0119, -0.0304, -0.1008], [0.0137, 0.0505, -0.0921], [-0.0616, 0.0364, -0.0323], [-0.0310, -0.0088, 0.0740], [-0.0648, 0.0218, 0.0206], [0.0288, -0.1823, 0.0418], [0.0256, -0.0596, -0.0971], [0.0270, -0.1159, -0.0481], [-0.0215, -0.0263, -0.0290], [0.0669, 0.0622, 0.0550], [0.0247, -0.0443, 0.0972], [-0.0146, -0.0200, 0.1306], [-0.5757, -0.3202, -0.3702]], "multiplicity": 5, "e_tot_ev": -142569.8899, "relative_energy_kcal_mol": 0.0, "e_lumo_ha": [-0.06851, -0.15080], "mol_weight_g_mol": 906.324, "e_homo_ev": [-9.374, -10.830], "largest_force_ev_per_a": 1.82, "charge": 1, "s2": 6.022}

---

Entry 3:
{"formula": "C20H36N", "method": "the ωB97M-V functional and the def2-TZVPD basis", "symbols": ["H", "C", "H", "H", "C", "N", "C", "H", "H", "H", "H", "H", "C", "H", "H", "C", "C", "H", "H", "H", "H", "H", "C", "H", "H", "C", "H", "H", "C", "H", "H", "C", "H", "H", "H", "C", "H", "H", "C", "C", "H", "C", "H", "C", "H", "H", "H", "H", "C", "C", "C", "C", "H", "H", "C", "H", "H"], "positions_angstrom": [[1.78095, -6.56073, -2.81125], [3.83277, -4.04383, -1.74316], [5.47342, -4.44844, -0.39503], [-5.19391, 6.02830, -0.08522], [2.62965, -2.57783, 0.71467], [3.12752, -5.22982, -1.78273], [3.77043, -3.15536, -2.90923], [1.70781, 1.27818, 2.26343], [4.64851, -2.88185, 1.52927], [1.07317, 0.46985, 3.73626], [3.14950, -5.88507, -0.99281], [1.08203, -2.49058, 2.40204], [2.96007, -3.50714, -4.08915], [-2.68507, -0.38705, 1.62913], [-4.93125, 1.72695, 1.05424], [2.14636, -2.22841, 2.19350], [-4.28166, 2.05674, 0.19958], [3.30093, -0.28496, 1.83055], [-3.41607, 4.00606, 0.89619], [1.57551, -5.11829, -4.89719], [-2.47721, 6.38038, -1.27023], [-3.12266, 4.36183, -1.53306], [2.34453, -5.60185, -2.87063], [-0.65321, 2.08132, 1.66329], [-3.16710, 1.17717, 2.39550], [-1.00919, 1.09150, 2.06952], [-4.81117, 1.77330, -0.75511], [-2.11588, 2.30850, 0.09381], [2.23099, -4.78756, -4.05802], [5.34422, -2.70959, -0.81609], [1.82007, -3.13320, 0.15962], [1.33202, 0.28345, 2.65400], [3.04507, -0.75650, 3.54265], [-2.74345, 0.68612, -0.57839], [-5.21521, 4.03334, 0.72962], [-2.81329, 1.43794, 0.25338], [-5.42061, 6.08513, -1.87457], [-4.77195, 3.78511, -1.97640], [-4.19817, 4.32447, -1.18045], [-3.46513, 6.88835, -1.13047], [-1.01145, 1.21171, 3.19631], [4.72623, -3.61221, -0.54982], [2.76803, -2.88188, 2.87867], [3.95931, -3.42517, 0.81781], [0.26472, -0.17657, 0.69860], [-3.45463, 7.48271, -0.17229], [3.71623, -4.42510, 1.27155], [2.86557, -1.60120, 0.19714], [-4.68124, 5.84862, -1.06624], [-4.26741, 3.65406, 0.24512], [2.54531, -0.73423, 2.52753], [0.05670, -0.07372, 1.80347], [4.32010, -2.18873, -2.95652], [-3.64872, 7.55647, -2.01398], [-2.47993, 0.71289, 1.62469], [2.88391, -2.82057, -4.96834], [-0.44602, -1.00305, 2.20524]], "forces_ev_per_a": [[0.7173, 0.8978, 0.2044], [0.3016, 1.7032, -1.6380], [-0.6409, 0.8353, -0.2050], [0.2738, -0.4081, -0.9157], [0.0259, -0.0519, 0.5265], [-0.2928, 0.9186, -1.3917], [-1.6334, -1.7757, -1.0095], [-0.4296, -0.9462, 0.5208], [-0.6224, -0.7169, -0.7665], [0.0432, -0.4411, -1.1612], [0.1323, 0.5550, -0.2991], [0.8483, 0.4805, -0.3615], [0.2131, -1.5569, 2.3192], [0.3395, 0.9109, -0.1672], [0.7572, -0.0538, -0.7347], [1.4897, -0.0393, -0.2612], [-0.0511, 0.8693, -0.0789], [-0.6389, -0.8086, 0.3637], [-0.7759, -0.2466, -0.6641], [0.7305, 0.2943, 0.9134], [-0.8557, 0.4246, 0.1846], [-1.1246, -0.2499, 0.2778], [-0.0081, 1.2046, -1.4429], [-0.4973, -1.0703, 0.1916], [0.6416, -0.6211, -0.7590], [0.2579, -1.2189, 0.8228], [0.5245, 0.1242, 0.9903], [-0.4573, -1.1423, 0.0104], [1.1910, 0.7972, 1.9009], [-0.9872, -0.8488, 0.0520], [0.8782, 0.5414, 0.3297], [0.4614, 0.2302, -0.8741], [-0.4032, 0.1556, -1.1120], [0.3067, 0.8590, 0.5812], [0.9301, -0.5635, -0.4369], [-1.1718, -0.4174, -0.0131], [0.6686, -0.2269, 0.6993], [0.2714, 0.2558, 0.9503], [0.5358, 1.1005, 0.4980], [-0.8871, -0.1375, -0.0591], [0.0014, -0.0664, -1.1482], [0.1637, -1.2052, 0.2834], [-0.8289, 0.5712, -0.6346], [-0.4457, 0.4673, -0.1835], [-0.0717, -0.0323, 1.1371], [0.2038, -0.4313, -1.1796], [0.2979, 0.8716, -0.3814], [-0.4330, -1.1276, 0.2612], [0.7469, -0.0533, -0.0977], [-0.4694, -0.5319, -0.3156], [-0.5233, 0.2114, 1.4664], [-0.7227, 1.0435, 0.9394], [-0.4184, -1.0410, 0.4641], [0.4481, -0.3626, 0.9807], [0.1479, 2.0290, 0.0936], [0.1529, -0.7558, 0.9642], [0.6884, 0.7973, -0.6349]], "e_tot_ev": -22805.5015, "e_lumo_ha": -0.16896, "mol_weight_g_mol": 290.515, "e_homo_ev": -11.671, "largest_force_ev_per_a": 2.80, "charge": 1}